No. 1
ORCA calculation (the ωB97M-V functional and the def2-TZVPD basis) on a structure of composition C38H54N7OPbSSeSi3Te.

The geometry in XYZ format:
```
107
C38H54N7OPbSSeSi3Te, DFT the ωB97M-V functional and the def2-TZVPD basis
Pb 0.5009 0.6708 1.1542
C -1.4347 -0.4172 5.7192
C -1.2742 -0.0100 4.2847
N -0.1633 -0.0258 3.6493
N 0.9269 -0.5064 4.3368
C 2.0374 -0.3856 3.6534
O 2.1759 0.1491 2.4903
C 3.2810 -0.9291 4.2678
C 4.4270 -1.0410 3.4867
C 5.5968 -1.5506 4.0297
C 5.6289 -1.9472 5.3591
C 4.4855 -1.8404 6.1411
C 3.3144 -1.3371 5.5984
C -2.4893 0.4015 3.5252
C -3.7613 0.1802 4.0538
C -4.8765 0.5548 3.3240
C -4.7002 1.1569 2.0890
C -3.3998 1.3402 1.6438
N -2.3231 0.9702 2.3253
H -0.4627 -0.5474 6.1789
H -2.0046 0.3344 6.2681
H -1.9776 -1.3631 5.7921
H 4.3868 -0.7426 2.4477
H 6.4806 -1.6431 3.4109
H 6.5418 -2.3421 5.7863
H 4.5079 -2.1512 7.1775
H 2.4182 -1.2535 6.1968
H -3.8800 -0.2871 5.0199
H -5.8689 0.3850 3.7208
H -5.5388 1.4869 1.4913
H -3.2177 1.8229 0.6863
N 2.3182 -3.0882 -1.2481
C 2.0239 -1.9095 -0.6358
S 0.5067 -1.9367 0.2534
N 2.9103 -0.9721 -0.7900
N 2.6290 0.2641 -0.2758
C 3.6349 1.0552 -0.1692
C 5.0377 0.6735 -0.4905
C 5.4166 0.2754 -1.7687
C 6.7343 -0.0643 -2.0288
C 7.6803 -0.0286 -1.0122
C 7.3066 0.3601 0.2654
C 5.9911 0.7196 0.5226
C 3.3914 2.4431 0.3254
C 4.3599 3.4320 0.1837
C 4.0803 4.7189 0.6159
C 2.8448 4.9932 1.1759
C 1.9320 3.9547 1.2663
N 2.1941 2.7218 0.8512
H 1.8276 -3.9132 -0.9561
H 3.2530 -3.1884 -1.6097
H 4.6742 0.2247 -2.5538
H 7.0250 -0.3673 -3.0263
H 8.7067 -0.3026 -1.2182
H 8.0368 0.3889 1.0635
H 5.7013 1.0251 1.5218
H 5.3142 3.1973 -0.2640
H 4.8245 5.4976 0.5124
H 2.5886 5.9802 1.5336
H 0.9461 4.1172 1.6908
C -3.5945 -5.1671 -0.5630
Si -3.5257 -3.3379 -0.2391
C -5.2401 -2.5913 -0.2593
C -2.7294 -2.9654 1.4063
C -2.4487 -2.5565 -1.6157
Te -2.1492 -0.5123 -1.2111
C -3.8815 0.0567 -2.3118
Si -4.1609 -0.0945 -4.1938
C -2.9108 -1.1892 -5.0438
C -5.8779 -0.8081 -4.3444
C -4.1720 1.6257 -4.9199
H -4.2214 -5.6506 0.1895
H -2.5997 -5.6129 -0.5048
H -4.0127 -5.3987 -1.5444
H -5.8556 -3.1309 0.4651
H -5.7357 -2.6706 -1.2297
H -5.2414 -1.5431 0.0529
H -3.2633 -3.5124 2.1883
H -2.7761 -1.9033 1.6688
H -1.6827 -3.2756 1.4384
H -2.8993 -2.6200 -2.6048
H -1.4578 -3.0109 -1.6121
H -4.1228 1.0805 -2.0194
H -4.6204 -0.5809 -1.8173
H -3.1528 -2.2491 -4.9432
H -1.8882 -1.0322 -4.6927
H -2.9274 -0.9599 -6.1125
H -5.9204 -1.8362 -3.9761
H -6.1982 -0.8203 -5.3888
H -6.6054 -0.2172 -3.7834
H -3.3020 2.2183 -4.6372
H -5.0577 2.1744 -4.5913
H -4.1952 1.5771 -6.0106
C -0.5806 2.3086 -5.0747
Si -0.4092 2.3685 -3.2244
C -1.7966 3.1174 -2.2376
C 1.2659 3.0294 -2.7537
Se -0.1040 0.1378 -2.5758
H -0.7065 3.2977 -5.5224
H -1.4175 1.6852 -5.3852
H 0.3334 1.8711 -5.4812
H -2.1524 4.0567 -2.6667
H -1.4364 3.3239 -1.2270
H -2.6469 2.4419 -2.1785
H 1.4442 4.0311 -3.1545
H 2.0527 2.3738 -3.1341
H 1.3532 3.0673 -1.6663
```

Computed properties:
lowest unoccupied orbital energy = -3.1 eV
charge = +1
energy relative to the best compared isomer or geometry (same formula, charge and spin) = 0.586 eV
Kohn-Sham gap = 6.72 eV

Atomic partial charges in e from the Löwdin method, atoms 1 to 5: atom 1 (Pb): 1.12, atom 2 (C): -0.03, atom 3 (C): -0.27, atom 4 (N): -0.02, atom 5 (N): 0.07

No. 2
ORCA calculation (the ωB97M-V functional and the def2-TZVPD basis) on a structure of composition C38H55InN11OSSbSi3 at a distorted geometry.

The geometry in XYZ format:
```
111
C38H55InN11OSSbSi3, DFT the ωB97M-V functional and the def2-TZVPD basis
In 0.6781 -0.1679 -0.0268
C -2.6851 0.1821 -4.0660
C -2.1199 0.3445 -2.8085
N -0.8150 0.4869 -2.6448
C -0.0555 0.4781 -3.7381
C -0.6271 0.2754 -4.9992
N -1.9260 0.1240 -5.1497
C 1.3788 0.7310 -3.5591
C 2.0629 1.5162 -4.4773
C 3.3940 1.8561 -4.2335
C 3.9796 1.3088 -3.0885
C 3.2305 0.4851 -2.2521
N 1.9433 0.2297 -2.4689
C 3.8274 -0.2102 -1.1019
C 4.9369 0.2652 -0.3977
N 5.5280 -0.4639 0.5290
C 5.0206 -1.6554 0.7900
C 3.8314 -2.0739 0.2023
N 3.2415 -1.3566 -0.7376
C 4.1240 2.7606 -5.1366
C 5.5143 2.8832 -5.0754
C 6.1565 3.7792 -5.9143
N 5.5287 4.5085 -6.8154
C 4.2183 4.3807 -6.9092
C 3.4694 3.5490 -6.0894
H -3.7491 0.0757 -4.2191
H -2.7179 0.3895 -1.9055
H -0.0319 0.2249 -5.8979
H 1.5562 1.8727 -5.3587
H 5.0141 1.5060 -2.8607
H 5.3469 1.2526 -0.5636
H 5.5559 -2.2667 1.5019
H 3.3475 -3.0037 0.4672
H 6.1035 2.2873 -4.3984
H 7.2282 3.9170 -5.8616
H 3.7418 4.9761 -7.6763
H 2.3970 3.5456 -6.2010
N -0.5316 -0.4235 5.0854
C -0.5824 -0.1134 3.7762
S -1.3553 -1.4342 2.8778
N -0.0703 1.0010 3.4207
N -0.0041 1.4558 2.1462
C 0.6982 2.5315 2.0486
C 0.9278 3.2336 0.8082
C 1.4852 4.5176 0.8274
C 1.6759 5.1853 -0.3669
C 1.3081 4.5557 -1.5476
C 0.7649 3.2846 -1.4696
N 0.5770 2.6343 -0.3360
H -0.8117 -1.3391 5.3919
H 0.0502 0.1381 5.6840
H 1.1391 2.9667 2.9462
H 1.7507 4.9741 1.7673
H 2.0965 6.1769 -0.3784
H 1.4199 5.0391 -2.5024
H 0.4514 2.7566 -2.3549
C 3.1910 -3.6664 4.6347
N 2.3076 -3.1783 3.5964
C 1.3756 -4.1235 3.0182
C 2.3535 -1.9193 3.1392
C 3.3157 -0.9878 3.8271
O 1.6446 -1.5345 2.2032
H 3.0529 -4.7389 4.7449
H 2.9778 -3.1908 5.5948
H 4.2362 -3.4841 4.3831
H 1.0707 -4.8474 3.7693
H 1.8244 -4.6564 2.1772
H 0.5023 -3.5775 2.6724
H 4.3415 -1.3098 3.6612
H 3.1440 -0.9574 4.9010
H 3.1927 0.0082 3.4106
C -4.3772 -3.7977 2.6142
Si -4.9378 -2.0040 2.2885
C -5.1758 -1.0550 3.9292
C -6.4975 -1.9236 1.1929
Sb -2.8570 -0.7732 1.0429
Si -2.0608 -2.7915 -0.7116
C -3.7967 -3.2079 -1.3947
C -1.3050 -4.0464 0.5105
C -0.8355 -2.6744 -2.1761
Si -3.5548 1.8570 1.3720
C -3.1824 2.2636 3.1945
C -2.5976 2.7916 0.0276
C -5.4235 1.7797 0.9919
H -5.1167 -4.3297 3.2052
H -3.4445 -3.8138 3.1715
H -4.2329 -4.3594 1.6961
H -5.8902 -1.5664 4.5668
H -5.5478 -0.0452 3.7787
H -4.2403 -0.9935 4.4789
H -7.2272 -2.6383 1.5592
H -6.2996 -2.1667 0.1549
H -6.9679 -0.9467 1.2203
H -4.4601 -3.5913 -0.6269
H -3.7093 -3.9726 -2.1600
H -4.2737 -2.3480 -1.8567
H -1.7097 -3.9511 1.5120
H -0.2318 -3.8826 0.5640
H -1.4661 -5.0672 0.1782
H -1.3069 -2.2810 -3.0711
H -0.5122 -3.6879 -2.4059
H 0.0574 -2.0904 -1.9643
H -2.1290 2.4773 3.3434
H -3.4433 1.4350 3.8480
H -3.7429 3.1331 3.5271
H -1.5556 2.4845 -0.0035
H -2.6295 3.8605 0.2089
H -3.0301 2.6198 -0.9553
H -5.9736 1.2091 1.7333
H -5.6210 1.3419 0.0179
H -5.8413 2.7824 0.9822
```

Computed properties:
lowest unoccupied orbital energy = -5.3 eV
charge = +2
energy relative to the best compared isomer or geometry (same formula, charge and spin) = 2.887 eV
Kohn-Sham gap = 7.21 eV

Atomic partial charges in e from the Löwdin method, atoms 1 to 5: atom 1 (In): 0.86, atom 2 (C): -0.10, atom 3 (C): -0.14, atom 4 (N): 0.10, atom 5 (C): -0.21

Question: Among the records above, which one has the lowest charge?
Answer: C38H54N7OPbSSeSi3Te

Question: charge of number 1 (C38H54N7OPbSSeSi3Te)?
Answer: +1